Density functional theory data (ωB97M-V/def2-TZVPD) for a molecular structure, C31H33BrCl2N7O5V.

Summary:
frontier orbital gap (spin up / spin down)	5.8 / 6.2	eV
total charge	+1
<S²>	3.764
E_HOMO (spin up / spin down)	-9.316 / -9.816	eV
LUMO energy (spin up / spin down)	-3.47 / -3.60	eV
spin multiplicity	4
F_max	0.42	eV/Å

Last column: Löwdin charge in e.
Atoms and positions in Å:
V (0.6263, 1.0630, 0.5651)  0.802
O (2.7093, 1.3897, 0.3934)  -0.148
C (3.3268, 1.9567, 1.5420)  -0.136
C (2.3522, 2.7854, 2.3357)  -0.221
C (2.8073, 3.6858, 3.2904)  0.005
C (1.8888, 4.3609, 4.0703)  -0.031
C (0.5349, 4.1233, 3.8744)  -0.035
C (0.1652, 3.2275, 2.8941)  -0.119
N (1.0498, 2.5756, 2.1296)  0.046
H (3.0440, 0.4513, 0.3257)  0.053
H (4.1832, 2.5648, 1.2432)  0.139
H (3.6908, 1.1532, 2.1908)  0.146
H (3.8702, 3.8414, 3.4191)  0.127
H (2.2210, 5.0607, 4.8252)  0.119
H (-0.2180, 4.6166, 4.4716)  0.115
H (-0.8795, 3.0054, 2.7142)  0.109
Cl (2.5286, -4.8310, 5.3270)  0.673
C (2.1857, -3.4752, 4.2993)  -0.668
C (1.2031, -2.5554, 4.6829)  -0.105
C (0.9105, -1.4896, 3.8744)  -0.550
Cl (-0.2836, -0.3358, 4.3713)  0.738
C (1.5575, -1.2739, 2.6238)  -0.369
O (1.1902, -0.3236, 1.8577)  -0.186
C (2.5983, -2.1895, 2.3005)  -0.122
C (3.4544, -2.0494, 1.1428)  -0.168
O (3.5682, -1.0951, 0.3779)  0.015
C (2.8747, -3.2913, 3.1333)  -0.064
H (0.6709, -2.6858, 5.6152)  0.113
H (4.1213, -2.9133, 0.9760)  0.135
H (3.6517, -3.9909, 2.8504)  0.116
N (-1.5068, 0.8046, 1.0211)  0.019
C (-2.3445, 0.0710, 0.0429)  -0.276
C (-3.6398, 0.8344, -0.2515)  -0.135
C (-4.5965, 0.2364, -1.2878)  -0.162
C (-3.9767, -0.0894, -2.6473)  -0.175
N (-3.1955, -1.3102, -2.5307)  0.069
C (-2.5115, -1.8571, -3.4915)  -0.459
N (-2.5346, -1.3790, -4.7581)  0.192
N (-1.7132, -2.9014, -3.2096)  0.211
C (-2.5679, -1.3610, 0.5972)  -0.600
O (-2.9725, -2.2256, -0.2516)  -0.004
O (-2.2887, -1.5611, 1.7718)  0.042
H (-1.5891, 0.2557, 1.8896)  0.063
H (-1.9305, 1.7130, 1.1904)  0.082
H (-1.7873, -0.0294, -0.8898)  0.111
H (-3.3487, 1.8366, -0.5930)  0.116
H (-4.1871, 0.9671, 0.6865)  0.132
H (-5.4042, 0.9528, -1.4447)  0.118
H (-5.0572, -0.6728, -0.8968)  0.125
H (-3.3471, 0.7413, -2.9931)  0.124
H (-4.7823, -0.2212, -3.3777)  0.123
H (-3.1058, -1.7694, -1.4855)  0.051
H (-3.2908, -0.7767, -5.0324)  0.103
H (-2.0730, -1.8867, -5.4920)  0.114
H (-1.6490, -3.2144, -2.2511)  0.109
H (-1.3148, -3.4759, -3.9291)  0.120
Br (1.6850, -6.0788, -1.5216)  0.776
C (1.3865, -4.2167, -1.4334)  -0.697
C (1.9611, -3.3879, -2.3873)  -0.117
C (1.7372, -2.0229, -2.3248)  -0.025
C (0.9433, -1.4942, -1.3127)  -0.252
C (0.4111, -2.3268, -0.3370)  -0.018
C (0.6176, -3.6952, -0.4032)  -0.097
N (0.6733, -0.0972, -1.2226)  0.042
C (0.5262, 0.5782, -2.3036)  -0.055
C (0.2611, 2.0094, -2.2085)  -0.236
C (0.1217, 2.8063, -3.3374)  0.002
C (-0.1177, 4.1583, -3.1731)  -0.035
C (-0.2026, 4.6676, -1.8834)  -0.028
C (-0.0379, 3.8113, -0.8104)  -0.086
N (0.1923, 2.5016, -0.9569)  0.033
H (2.5960, -3.8044, -3.1568)  0.107
H (2.2270, -1.3694, -3.0356)  0.120
H (-0.1509, -1.9132, 0.4880)  0.103
H (0.1931, -4.3427, 0.3520)  0.122
H (0.5728, 0.1106, -3.2857)  0.135
H (0.2055, 2.3619, -4.3202)  0.122
H (-0.2298, 4.8088, -4.0294)  0.118
H (-0.3843, 5.7183, -1.7088)  0.116
H (-0.0764, 4.1742, 0.2088)  0.110